Below is C5H10O2 in the gas phase, with properties calculated with ωB97M-V with the def2-TZVPD basis set.

Output
relative energy (zero: lowest compared OMol25 entry of this formula, charge and spin) = 39.0 kcal/mol
2S+1 = 1
LUMO level = 0.03442 hartree
Kohn-Sham gap = 10.82 eV
charge = 0

Structure (XYZ):
```
17
Properties=species:S:1:pos:R:3:forces:R:3:nbo_charge:R:1
O 0.9532 1.4064 -0.8948 0.077 0.094 -0.126 -0.726
C -0.0356 1.2971 0.1118 -0.236 0.021 0.270 0.063
C 0.3939 0.3516 1.2315 -0.005 0.051 0.028 -0.416
C 0.7635 -1.0076 0.6205 0.054 -0.034 -0.031 -0.441
C 0.0161 -1.3828 -0.6912 0.017 -0.247 0.020 -0.078
O -0.8025 -0.3957 -1.3416 -0.036 -0.023 -0.021 -0.546
C -1.2732 0.6601 -0.5208 -0.042 0.138 0.052 -0.092
H 0.6385 0.8206 -1.6068 0.288 0.222 0.111 0.478
H -0.2384 2.3046 0.4907 -0.096 -0.158 0.031 0.181
H -0.4478 0.2503 1.9285 0.111 0.062 -0.072 0.198
H 1.2379 0.7519 1.8033 -0.094 -0.050 -0.147 0.217
H 0.5927 -1.8074 1.3502 0.039 0.153 -0.117 0.213
H 1.8378 -0.9977 0.4225 -0.142 -0.014 -0.100 0.218
H -0.6217 -2.2546 -0.5253 0.013 -0.003 0.074 0.176
H 0.7633 -1.6523 -1.4453 -0.189 -0.084 0.108 0.190
H -1.9744 0.2996 0.2470 0.116 0.050 -0.108 0.169
H -1.8032 1.3558 -1.1800 0.124 -0.178 0.028 0.198
```
Forces are in eV/Å.


Below is C5H10O2 in the gas phase, with properties calculated with ωB97M-V with the def2-TZVPD basis set.

Output
relative energy (zero: lowest compared OMol25 entry of this formula, charge and spin) = 107.0 kcal/mol
2S+1 = 1
LUMO level (spin up / spin down) = -0.02854 / -0.02856 hartree
Kohn-Sham gap (spin up / spin down) = 8.12 / 8.11 eV
charge = 0

Structure (XYZ):
```
17
Properties=species:S:1:pos:R:3:forces:R:3:nbo_charge:R:1
C 2.1043 -1.1419 0.3221 0.051 0.014 0.025 -0.626
C 0.5935 -1.0050 0.4921 0.037 -0.030 -0.266 -0.009
O 0.2078 -0.2067 1.5391 0.014 0.121 0.216 -0.777
C -0.0636 -0.2257 -0.5856 -0.064 0.085 0.002 0.339
C -1.5332 0.0482 -0.5565 0.024 -0.107 0.043 -0.535
C -1.4716 1.5632 -0.2862 -0.215 0.064 -0.162 -0.053
O -0.1270 1.7915 0.1360 0.099 -0.040 0.071 -0.704
H 2.5185 -1.6289 1.2088 -0.062 0.057 -0.121 0.228
H 2.3684 -1.7353 -0.5626 -0.077 0.072 0.109 0.199
H 2.5577 -0.1481 0.2404 -0.059 -0.128 0.003 0.213
H 0.1343 -2.0175 0.5219 0.017 0.103 -0.012 0.168
H 0.0376 1.2021 0.9600 0.020 -0.131 -0.025 0.514
H 0.4997 0.1746 -1.4298 -0.064 -0.041 0.109 0.200
H -2.0129 -0.2065 -1.5090 0.104 0.034 0.099 0.230
H -1.9952 -0.5041 0.2632 0.065 0.077 -0.111 0.243
H -2.2029 1.9071 0.4540 0.120 -0.064 -0.087 0.187
H -1.6155 2.1329 -1.2079 -0.010 -0.084 0.107 0.182
```
Forces are in eV/Å.


Below is C5H10O2 in the gas phase, with properties calculated with ωB97M-V with the def2-TZVPD basis set.

Output
relative energy (zero: lowest compared OMol25 entry of this formula, charge and spin) = 29.2 kcal/mol
2S+1 = 1
LUMO level = 0.04041 hartree
Kohn-Sham gap = 10.79 eV
charge = 0

Structure (XYZ):
```
17
Properties=species:S:1:pos:R:3:forces:R:3:nbo_charge:R:1
C 1.0251 -2.0383 -0.7987 0.000 -0.042 -0.046 -0.635
C 0.5673 -1.1841 0.3612 0.215 -0.315 0.049 0.381
O -0.8383 -1.2442 0.5303 -0.102 -0.004 -0.068 -0.534
C -1.3672 0.0696 0.4845 -0.083 0.181 -0.018 -0.087
C -0.1396 0.9827 0.5776 -0.048 0.097 0.083 0.068
C -0.1745 2.2209 -0.2911 -0.042 0.075 -0.027 -0.617
O 0.9071 0.1504 0.1003 -0.040 0.077 -0.115 -0.528
H 0.5437 -1.6748 -1.7097 0.055 -0.045 0.054 0.215
H 2.1106 -1.9602 -0.9126 -0.150 -0.017 0.029 0.218
H 0.7554 -3.0865 -0.6488 0.026 0.131 0.062 0.218
H 1.0239 -1.5112 1.3071 0.020 0.015 -0.028 0.136
H -1.9097 0.2321 -0.4582 0.094 -0.047 0.115 0.168
H -2.0602 0.2015 1.3235 0.103 0.031 -0.160 0.186
H 0.0487 1.2523 1.6270 0.024 -0.042 -0.068 0.164
H 0.8073 2.7023 -0.2939 -0.129 -0.051 0.034 0.224
H -0.9107 2.9445 0.0683 0.028 -0.084 -0.001 0.212
H -0.4238 1.9430 -1.3194 0.028 0.040 0.104 0.212
```
Forces are in eV/Å.


Below is a molecular structure, C5H10O2, with properties calculated with ωB97M-V with the def2-TZVPD basis set.

Output
relative energy (zero: lowest compared OMol25 entry of this formula, charge and spin) = 115.7 kcal/mol
2S+1 = 1
LUMO level = 0.03390 hartree
Kohn-Sham gap = 9.41 eV
charge = 0

Structure (XYZ):
```
17
Properties=species:S:1:pos:R:3:forces:R:3:nbo_charge:R:1
C 1.5617 0.6332 -0.3034 -0.001 -0.019 -0.014 -0.614
C 0.6200 -0.1180 0.6351 0.160 -0.096 0.078 -0.263
C -0.7210 0.5975 0.9962 0.067 -0.302 0.114 0.095
O -0.7798 1.9698 0.6601 -0.201 0.050 -0.116 -0.726
C -1.4194 -0.4295 0.1257 -0.099 -0.128 0.049 -0.587
C -0.2485 -1.2458 0.0673 0.072 -0.126 0.075 0.091
O -0.1783 -1.3880 -1.7096 0.266 0.294 -0.140 -0.872
H 2.4629 0.0427 -0.5119 -0.167 0.046 0.024 0.207
H 1.8794 1.5789 0.1477 -0.090 -0.189 0.002 0.235
H 1.0808 0.8860 -1.2539 0.011 0.000 0.195 0.212
H 1.1769 -0.4726 1.5083 -0.039 0.113 -0.013 0.215
H -0.9361 0.4784 2.0717 0.033 0.079 -0.209 0.152
H -1.7149 2.1858 0.5503 0.226 0.067 -0.036 0.472
H -2.4507 -0.7816 0.1696 0.197 0.108 0.105 0.218
H -0.8414 -0.5022 -1.2789 -0.170 -0.097 -0.398 0.467
H -0.0829 -2.3090 0.1896 -0.041 0.028 0.376 0.214
H 0.7031 -1.1795 -2.0609 -0.225 0.172 -0.092 0.484
```
Forces are in eV/Å.


Below is C5H10O2 in the gas phase, with properties calculated with ωB97M-V with the def2-TZVPD basis set.

Output
relative energy (zero: lowest compared OMol25 entry of this formula, charge and spin) = 35.6 kcal/mol
2S+1 = 1
LUMO level = 0.03233 hartree
Kohn-Sham gap = 10.47 eV
charge = 0

Structure (XYZ):
```
17
Properties=species:S:1:pos:R:3:forces:R:3:nbo_charge:R:1
O -1.2351 1.9851 -0.9570 -0.241 0.118 -0.118 -0.725
C -0.3582 0.9478 -1.3572 0.261 -0.325 -0.080 -0.047
C 0.3501 0.4336 -0.1171 0.023 0.017 0.014 -0.271
C -0.6333 -0.0781 0.9416 -0.053 -0.031 0.045 -0.423
C 0.1683 -1.1718 1.6342 -0.148 0.070 0.224 -0.066
O 0.9694 -1.7573 0.6208 0.016 -0.109 -0.010 -0.531
C 1.2418 -0.7947 -0.3871 0.097 0.161 -0.254 -0.064
H -1.9880 2.0020 -1.5553 0.092 0.098 0.036 0.472
H -0.9098 0.1123 -1.8177 0.046 0.140 0.093 0.158
H 0.3685 1.3141 -2.1003 -0.122 -0.037 0.129 0.164
H 0.9497 1.2507 0.3028 -0.076 -0.117 -0.039 0.209
H -0.9700 0.7112 1.6177 0.046 -0.132 -0.085 0.227
H -1.5175 -0.5055 0.4529 0.114 0.031 0.055 0.200
H -0.4549 -1.9626 2.0631 0.102 0.119 -0.036 0.190
H 0.7971 -0.7550 2.4372 -0.034 -0.044 -0.137 0.159
H 1.0169 -1.2555 -1.3597 0.025 0.085 0.127 0.172
H 2.3083 -0.5320 -0.3819 -0.149 -0.043 0.038 0.175
```
Forces are in eV/Å.


Below is a molecular structure, C5H10O2, with properties calculated with ωB97M-V with the def2-TZVPD basis set.

Output
relative energy (zero: lowest compared OMol25 entry of this formula, charge and spin) = 121.3 kcal/mol
2S+1 = 1
LUMO level = 0.02071 hartree
Kohn-Sham gap = 8.95 eV
charge = 0

Structure (XYZ):
```
17
Properties=species:S:1:pos:R:3:forces:R:3:nbo_charge:R:1
O 2.1786 -0.3856 1.3798 0.052 0.288 0.088 -0.710
C 1.7557 -0.7121 0.0672 -0.114 -0.200 -0.329 -0.051
C 0.3375 -0.2998 -0.2260 0.103 0.008 -0.291 -0.398
C -0.1832 1.1182 -0.2055 0.059 0.061 0.045 -0.450
C -1.6884 0.8824 0.2434 -0.104 0.166 -0.058 -0.089
O -1.8424 -0.4968 0.5068 0.091 -0.035 0.075 -0.674
C -0.6144 -1.1121 -0.8862 0.222 -0.032 0.026 -0.056
H 2.1937 0.5764 1.4524 0.034 -0.149 0.072 0.461
H 2.4530 -0.2839 -0.6728 -0.110 -0.054 0.159 0.161
H 1.8376 -1.8020 -0.0109 -0.018 0.137 -0.015 0.185
H -0.5682 -0.6598 0.7290 -0.255 -0.071 0.029 0.448
H 0.3557 1.7483 0.5128 -0.090 -0.086 -0.090 0.203
H -0.1493 1.6232 -1.1797 -0.025 -0.112 0.161 0.208
H -2.3838 1.1933 -0.5444 0.083 -0.011 0.077 0.169
H -1.9229 1.4531 1.1488 0.060 -0.082 -0.137 0.186
H -1.2863 -0.7505 -1.6646 0.043 -0.010 0.166 0.196
H -0.5136 -2.1975 -0.8389 -0.033 0.183 0.022 0.211
```
Forces are in eV/Å.